(1)
Below is a structure of composition C31H53Cl2N2O3RbSSi2Te in a non-equilibrium geometry, with properties calculated with ωB97M-V/def2-TZVPD.

Each line ends with the Mulliken charge.
Atoms and positions in Å:
Rb 0.030104 0.091763 -0.343916  1.023
N -2.490011 0.743304 1.777343  -0.302
C -2.012277 0.026115 2.946974  0.351
C -2.667226 -1.360266 3.006536  -0.990
C -2.321953 -2.200013 1.777906  0.108
C -0.906089 -2.770230 1.847086  -0.167
N -0.469485 -3.191165 0.529354  -0.350
H -1.825224 1.454255 1.490717  -0.024
H -3.372042 1.205787 1.971382  0.209
H -2.226151 0.558615 3.892702  0.336
H -0.928828 -0.085265 2.864692  -0.348
H -3.752642 -1.232484 3.062664  0.381
H -2.337514 -1.881986 3.909496  0.328
H -2.403379 -1.568969 0.890339  -0.242
H -3.030655 -3.026739 1.674399  0.402
H -0.893600 -3.591769 2.593401  0.257
H -0.209637 -2.001742 2.188340  -0.112
H -1.012059 -3.984392 0.205185  0.215
H 0.505173 -3.459625 0.562134  0.067
Cl -1.262644 7.570886 -2.945200  -0.295
C -0.981155 5.867833 -2.690127  0.360
C -1.203031 4.989913 -3.746177  -0.681
C -0.962680 3.648419 -3.530539  0.867
Cl -1.160684 2.548693 -4.849728  -0.159
C -0.578671 3.077669 -2.282637  -1.053
O -0.421721 1.837096 -2.128963  0.023
C -0.375016 4.047017 -1.222257  0.935
C -0.021270 3.644309 0.097458  -0.509
O 0.008810 2.508402 0.579900  -0.427
C -0.556610 5.422487 -1.466364  -1.052
H -1.553143 5.342304 -4.703511  0.447
H 0.222695 4.504544 0.764827  0.179
H -0.379499 6.119039 -0.658027  0.364
C -6.771911 -4.828075 -5.018538  -1.458
C -5.813308 -3.762704 -4.558161  0.846
C -6.012554 -3.072988 -3.370098  -1.110
C -5.149675 -2.072512 -2.955507  1.186
C -5.429849 -1.332735 -1.684974  -1.440
C -4.022130 -1.727228 -3.717120  -0.489
Te -2.657956 -0.230781 -3.091617  -0.058
C -3.831298 -2.421507 -4.924050  1.405
C -2.651837 -2.092573 -5.790147  -1.528
C -4.709391 -3.411361 -5.326538  -1.073
H -7.452153 -5.112502 -4.218398  0.342
H -6.245251 -5.724507 -5.346522  0.336
H -7.375483 -4.477170 -5.858317  0.279
H -6.872662 -3.322096 -2.754508  0.193
H -6.265413 -1.771334 -1.140847  0.356
H -5.664401 -0.291030 -1.908929  0.290
H -4.545379 -1.325810 -1.045997  0.005
H -1.727594 -2.414767 -5.306458  0.150
H -2.583274 -1.011613 -5.927847  0.307
H -2.733391 -2.579423 -6.763577  0.336
H -4.532484 -3.930557 -6.264785  0.260
O 0.528487 -0.985845 -2.413286  -0.784
S 0.504951 -0.048655 -3.536989  0.803
C 2.104710 0.866319 -3.367248  -0.661
C 3.181274 -0.118047 -3.759911  -0.532
C 2.719367 -0.697577 -5.092564  -0.733
C 1.273997 -1.119381 -4.891769  -0.848
H 2.164522 1.205771 -2.336909  0.253
H 2.063717 1.719710 -4.042489  0.337
H 3.231895 -0.909338 -3.009570  0.147
H 4.165636 0.351488 -3.838291  0.397
H 3.342794 -1.539545 -5.407362  0.337
H 2.776779 0.077017 -5.862291  0.312
H 1.197807 -2.126970 -4.486793  0.332
H 0.670829 -1.045701 -5.794560  0.311
C 1.463771 1.331634 4.223796  -0.897
Si 3.116976 0.673019 3.486089  0.047
C 4.306804 0.725140 5.036091  -1.207
C 3.814114 2.069837 2.374124  -0.923
C 2.828627 -0.915014 2.602497  0.140
Si 4.104849 -1.779895 1.607064  -0.043
C 5.695497 -2.511858 2.470666  -1.235
C 4.878131 -0.737018 0.197505  -0.825
C 3.339288 -3.325272 0.742328  -0.884
H 1.601912 2.179747 4.890206  0.377
H 0.959712 0.551326 4.787537  0.291
H 0.797539 1.640094 3.424665  0.044
H 4.501709 1.726751 5.418497  0.316
H 5.265850 0.284672 4.775497  0.265
H 3.902350 0.139939 5.860236  0.296
H 3.915420 3.017499 2.897053  0.374
H 3.167082 2.223762 1.516718  0.084
H 4.797937 1.796719 2.002582  0.323
H 2.266022 -1.616659 3.226139  0.201
H 6.199999 -1.727351 3.030129  0.279
H 6.424224 -2.939998 1.783927  0.315
H 5.419743 -3.286560 3.182471  0.303
H 5.529889 0.020907 0.619710  0.371
H 4.102171 -0.226774 -0.367178  -0.025
H 5.467842 -1.332097 -0.496721  0.375
H 2.807106 -3.941323 1.463286  0.337
H 4.073165 -3.963564 0.253868  0.319
H 2.624284 -3.006049 -0.010959  0.036

Cartesian forces, eV/Å:
Rb -0.46 -0.87 2.35
N 0.07 0.40 -0.08
C -0.28 -0.25 0.34
C 0.15 0.03 -0.22
C 0.21 0.01 0.16
C -0.37 -0.07 0.22
N 0.16 -0.08 -0.07
H -0.11 0.09 0.03
H 0.09 -0.08 -0.16
H 0.23 -0.11 -0.17
H -0.01 0.06 0.10
H -0.01 0.02 0.10
H -0.08 0.02 0.14
H -0.11 -0.10 -0.04
H -0.06 0.03 -0.10
H 0.09 0.27 -0.05
H 0.09 -0.03 0.09
H 0.07 0.10 -0.10
H 0.06 -0.09 -0.12
Cl -0.03 0.32 -0.05
C 0.09 0.30 0.51
C 0.26 -1.01 0.37
C -0.38 0.66 -1.04
Cl 0.01 0.15 -0.26
C 0.22 -0.46 0.92
O -0.15 1.51 -0.19
C -0.21 -0.06 -1.05
C 0.09 -0.51 1.20
O 0.02 1.52 -0.20
C -0.02 -0.27 -0.03
H 0.04 -0.01 -0.09
H -0.02 -0.12 -0.03
H -0.01 0.10 0.03
C 0.05 0.09 -0.02
C 0.00 0.00 0.01
C -0.16 -0.25 -0.21
C 0.14 0.26 0.22
C -0.07 -0.08 0.12
C -0.07 -0.05 0.09
Te -0.78 -0.10 -0.02
C 0.34 0.20 -0.07
C -0.07 -0.06 -0.16
C -0.29 -0.20 0.03
H -0.08 -0.04 0.09
H 0.03 -0.08 -0.04
H -0.07 -0.02 -0.07
H -0.03 0.00 0.05
H -0.15 -0.10 0.04
H 0.08 0.10 0.07
H -0.01 0.08 0.02
H 0.08 0.09 0.00
H 0.10 -0.03 0.00
H 0.00 -0.09 -0.08
H 0.03 -0.01 -0.04
O 0.61 -1.64 0.28
S 1.20 0.10 -2.72
C -0.30 -0.36 -0.02
C 0.25 0.02 -0.16
C 0.14 -0.05 0.06
C -0.29 0.41 0.11
H -0.06 0.13 0.03
H -0.03 0.17 -0.04
H 0.07 -0.01 0.04
H 0.02 -0.03 0.07
H 0.00 0.05 -0.06
H 0.07 0.00 -0.04
H -0.11 0.03 0.09
H -0.09 -0.01 -0.04
C 0.51 -0.16 -0.27
Si -0.32 -0.14 0.10
C -0.29 -0.18 -0.51
C -0.15 -0.50 0.22
C 1.11 0.53 -0.03
Si -0.21 -0.25 -0.01
C -0.55 0.31 -0.12
C -0.35 -0.13 0.41
C 0.20 0.44 0.26
H 0.12 0.20 0.14
H -0.08 -0.23 0.12
H -0.16 0.08 -0.23
H -0.08 0.25 -0.06
H 0.24 -0.12 -0.07
H -0.13 -0.16 0.09
H -0.04 0.14 0.21
H -0.16 0.02 -0.22
H 0.22 -0.06 -0.11
H -0.11 -0.08 0.02
H 0.09 0.19 0.15
H 0.03 -0.06 -0.27
H -0.10 -0.14 0.17
H 0.18 0.24 0.07
H -0.15 0.11 -0.12
H 0.08 -0.21 -0.04
H -0.13 -0.10 0.22
H 0.22 -0.04 -0.08
H -0.16 0.11 -0.19

The gap between HOMO and LUMO comes out at 4.6 eV. As for the charge: -2. As for the lowest unoccupied orbital energy: 3.66 eV. The calculation puts the energy above the lowest of the compared OMol25 structures with the same formula, charge and spin at 30.2 kcal/mol.

---

(2)
Below is the ion C5H11N2 with charge +1 in a non-equilibrium geometry, with properties calculated with ωB97M-V/def2-TZVPD.

Each line ends with the Mulliken charge.
Atoms and positions in Å:
C 0.763593 0.926272 1.565334  -0.278
C 0.893222 -0.704801 -0.845556  0.277
C 0.494507 0.396317 0.213811  0.170
C 0.231907 -1.911788 -0.137735  -1.385
C -1.677599 1.736452 0.685121  -0.728
N -0.406536 1.134704 0.704328  0.059
N 0.630961 -0.856581 -2.293393  -0.568
H 0.639692 0.288698 2.432478  0.236
H 1.448168 1.756476 1.689376  0.246
H 1.981075 -0.775222 -0.737273  0.353
H 0.468962 -1.967672 0.922834  0.414
H 0.613233 -2.809366 -0.621476  0.380
H -0.849155 -1.881351 -0.272084  0.350
H -2.298989 1.292470 1.469032  0.340
H -1.581380 2.803780 0.900140  0.323
H -2.154789 1.595547 -0.284516  0.311
H -0.353745 -0.815641 -2.525884  0.231
H 1.156873 -0.208295 -2.864535  0.266

Cartesian forces, eV/Å:
C 0.38 0.08 0.39
C 0.11 -0.64 0.08
C -0.56 -0.23 -1.68
C 0.26 -0.17 -0.17
C -1.43 0.66 -0.06
N 1.66 -0.88 -0.30
N -0.21 1.17 1.70
H -0.10 -0.11 -0.02
H -0.03 0.08 -0.09
H -0.22 0.08 0.13
H -0.03 0.01 0.09
H -0.02 0.00 0.05
H -0.03 0.03 0.04
H 0.11 0.00 -0.10
H 0.05 -0.13 -0.07
H 0.10 -0.02 0.07
H 0.02 0.00 -0.06
H -0.06 0.08 0.01

The gap between HOMO and LUMO comes out at 10.0 eV. As for the charge: +1. As for the lowest unoccupied orbital energy: -4.12 eV. The calculation puts the energy above the lowest of the compared OMol25 structures with the same formula, charge and spin at 63.1 kcal/mol.